1.
Density functional theory data (ωB97M-V/def2-TZVPD) for a cluster of 2 separate species, C5H11NO in total at a distorted geometry.

Values from the calculation:
- Kohn-Sham gap (eV) = 8.88
- ΔE to the lowest compared entry with this formula, charge and spin (kcal per mole) = 65.2
- structure (SMILES) = C=CCNC=C.O

Structure (XYZ):
```
18
C5H11NO | the Open Molecules 2025 dataset | ωB97M-V/def2-TZVPD
C 0.91205 1.61318 -1.15716
C 0.90503 0.76732 -0.11061
N 0.05419 -0.34149 0.01000
C 0.53747 -1.59006 0.54192
C 0.08005 -1.37906 2.95392
C 0.99642 -1.41544 1.99825
H 0.15814 1.63151 -1.92791
H 1.65896 2.38526 -1.03997
H 1.84846 0.62480 0.41019
H -0.58586 -0.38119 -0.77130
H -0.32486 -2.25951 0.56422
H 1.34054 -2.08940 -0.02621
H 0.47650 -1.19107 3.94720
H -0.95805 -1.61259 2.78257
H 2.05906 -1.31621 2.16886
H -3.80507 2.27873 -3.23220
H -2.32470 2.46676 -3.52062
O -3.02834 1.80845 -3.59113
```

These are the Löwdin partial charges, in e, on atoms 1 to 8: number 1, C, carries -0.015; number 2, C, carries -0.230; number 3, N, carries -0.061; number 4, C, carries -0.240; number 5, C, carries 0.003; number 6, C, carries -0.174; number 7, H, carries 0.035; number 8, H, carries 0.036

---

2.
Density functional theory data (ωB97M-V/def2-TZVPD) for a structure of composition C23H24Cl3N2O4PPtS at a distorted geometry.

Values from the calculation:
- Kohn-Sham gap (spin up / spin down) (eV) = 6.41 / 6.62

Structure (XYZ):
```
59
C23H24Cl3N2O4PPtS | the Open Molecules 2025 dataset | ωB97M-V/def2-TZVPD
Pt 0.23884 -0.12028 -0.07399
O -3.52743 2.72059 3.73147
C -3.32100 3.50714 2.70672
O -3.76325 4.62991 2.65726
C -2.48844 2.98192 1.57648
C -2.15974 3.74587 0.45856
Cl -2.63387 5.34906 0.21083
N -1.38173 2.99300 -0.37119
N -1.20934 1.78405 0.18540
C -1.84788 1.73951 1.34279
C -1.76847 0.49263 2.21483
O -2.41656 0.47729 3.26558
O -1.01930 -0.43210 1.83306
C -0.76388 3.29150 -1.61158
C 0.04039 2.32360 -2.21312
C 0.67707 2.57560 -3.41431
C 0.53097 3.80132 -4.04257
C -0.27039 4.76304 -3.45516
C -0.91770 4.51687 -2.25574
H -3.13095 1.78657 3.63448
H 0.17005 1.34400 -1.74438
H 1.28648 1.80723 -3.86312
H 1.02818 4.00385 -4.97680
H -0.40462 5.72265 -3.93037
H -1.53763 5.29264 -1.84730
Cl 1.31606 -2.44363 -0.50222
C 0.07424 -3.40379 -1.20190
C 0.27861 -4.76832 -1.31968
C -0.71138 -5.55932 -1.87677
C -1.91016 -4.98889 -2.27802
C -2.10773 -3.62790 -2.14600
Cl -3.61213 -2.93087 -2.60184
C -1.10606 -2.78512 -1.62850
S -1.38661 -1.07528 -1.60299
H 1.20208 -5.20897 -0.98307
H -0.55260 -6.61913 -1.98871
H -2.69082 -5.60334 -2.69316
C 3.56807 2.19037 -0.79804
C 2.91171 2.43278 0.55443
P 1.97883 0.95768 1.17613
C 3.28588 -0.29120 1.56502
C 4.36446 0.08904 2.57034
C 1.35449 1.50667 2.83241
C 2.09828 2.61463 3.57054
H 4.02841 3.10843 -1.15801
H 2.82845 1.87051 -1.52951
H 4.33928 1.42714 -0.72750
H 2.19268 3.25298 0.47340
H 3.66058 2.71040 1.29918
H 3.74113 -0.56445 0.60769
H 2.74113 -1.16931 1.92722
H 4.91118 0.97563 2.25949
H 5.07451 -0.73077 2.65837
H 3.93588 0.26467 3.55275
H 1.30586 0.59636 3.43852
H 0.32274 1.83606 2.68092
H 3.14397 2.37789 3.74282
H 1.62127 2.76714 4.53633
H 2.04012 3.55391 3.02737
```

These are the Löwdin partial charges, in e, on atoms 1 to 8: number 1, Pt, carries 0.578; number 2, O, carries 0.125; number 3, C, carries -0.524; number 4, O, carries 0.045; number 5, C, carries -0.040; number 6, C, carries -0.536; number 7, Cl, carries 0.872; number 8, N, carries -0.031

---

3.
Density functional theory data (ωB97M-V/def2-TZVPD) for the molecule C5H4 at a distorted geometry.

Values from the calculation:
- Kohn-Sham gap (spin up / spin down) (eV) = 7.56 / 7.56
- ΔE to the lowest compared entry with this formula, charge and spin (kcal per mole) = 108.9

Structure (XYZ):
```
9
C5H4 | the Open Molecules 2025 dataset | ωB97M-V/def2-TZVPD
C 1.34408 1.79225 1.32603
C 1.17099 0.66924 0.89272
C -1.23821 -0.91033 -1.40784
C 1.15844 -0.65260 0.58243
C -0.33643 -0.69774 -0.24578
H 1.70617 2.77424 1.49377
H -0.76111 -1.11434 -2.33746
H -0.85085 -0.54423 0.79663
H -2.19308 -1.31647 -1.10050
```

These are the Löwdin partial charges, in e, on atoms 1 to 8: number 1, C, carries 0.173; number 2, C, carries -0.294; number 3, C, carries -0.005; number 4, C, carries 0.089; number 5, C, carries -0.141; number 6, H, carries 0.040; number 7, H, carries 0.014; number 8, H, carries 0.096